{"formula": "C33H57N3NdO5Si", "method": "ωB97M-V/def2-TZVPD", "species": ["O", "O", "C", "C", "H", "H", "H", "H", "H", "C", "C", "H", "H", "H", "H", "H", "C", "C", "C", "H", "H", "H", "H", "H", "C", "H", "H", "H", "H", "H", "H", "N", "C", "C", "C", "C", "H", "H", "H", "C", "H", "H", "H", "N", "C", "C", "C", "C", "H", "C", "H", "C", "H", "C", "C", "C", "C", "C", "C", "H", "C", "H", "C", "H", "C", "C", "Nd", "H", "H", "H", "H", "H", "H", "H", "H", "H", "H", "H", "H", "H", "C", "Si", "H", "H", "C", "C", "C", "H", "H", "H", "H", "H", "H", "H", "H", "H", "O", "N", "O", "O"], "xyz": [[1.932000, -2.024002, -3.492881], [0.862073, -0.268544, -5.163895], [2.979760, -2.198860, -2.529940], [2.635233, -2.736941, -1.152225], [3.443579, -1.209392, -2.423990], [3.707676, -2.847757, -3.038189], [1.993083, -2.068208, -0.567075], [3.569321, -2.837693, -0.592089], [2.176608, -3.728736, -1.192639], [0.589090, -2.401032, -3.116986], [0.186302, -3.669199, -3.817761], [-0.059497, -1.559847, -3.388027], [0.497611, -2.492117, -2.026984], [-0.010733, -3.487276, -4.883688], [-0.721621, -4.065347, -3.351257], [0.996382, -4.399832, -3.713905], [-0.276952, 0.307973, -5.846765], [1.920721, -0.708091, -6.047361], [-1.472688, -0.585231, -5.654688], [-0.040241, 0.431790, -6.917364], [-0.458675, 1.306117, -5.418054], [-1.275523, -1.584285, -6.062474], [-2.337510, -0.170246, -6.181487], [-1.727220, -0.691937, -4.593230], [1.463086, -1.770598, -7.004515], [2.702875, -1.087138, -5.384952], [2.323940, 0.171351, -6.577870], [1.013508, -2.612660, -6.467730], [2.333756, -2.133156, -7.559126], [0.740556, -1.360750, -7.716574], [1.401989, 0.136885, -3.587739], [-0.837543, -1.009230, 1.363504], [-1.493837, -0.224046, 2.261254], [-1.853034, 1.116578, 2.079104], [-2.375699, 1.814658, 0.950996], [-1.821486, -0.908227, 3.546842], [-0.912049, -1.205841, 4.090374], [-2.438793, -1.806720, 3.395726], [-2.384889, -0.228189, 4.193225], [-3.569773, 2.692481, 1.107823], [-4.305623, 2.500301, 0.317031], [-3.289648, 3.753984, 1.079650], [-4.024570, 2.478219, 2.078060], [-1.760402, 1.786037, -0.226138], [-0.517465, -2.384877, 1.630573], [0.700849, -2.694753, 2.250124], [1.610285, -1.646774, 2.811660], [1.035674, -4.042671, 2.360930], [2.008878, -4.300081, 2.792437], [0.161401, -5.039176, 1.936014], [0.443212, -6.087485, 2.038521], [-1.082927, -4.703524, 1.400309], [-1.787297, -5.476996, 1.086504], [-1.447132, -3.366507, 1.257479], [-2.799266, -2.959730, 0.760978], [-2.144036, 2.404083, -1.441419], [-1.592986, 3.661349, -1.788037], [-0.876936, 4.486874, -0.755622], [-1.693996, 4.099537, -3.108956], [-1.209796, 5.037783, -3.384054], [-2.379313, 3.329280, -4.050775], [-2.436940, 3.670892, -5.086313], [-3.028461, 2.151880, -3.667767], [-3.609739, 1.579454, -4.396486], [-2.931348, 1.680445, -2.363038], [-3.557703, 0.391341, -1.936502], [0.592778, 1.575534, -0.290186], [2.584743, -1.683293, 2.304855], [1.795372, -1.828715, 3.882677], [1.205952, -0.633748, 2.706498], [-2.749272, -1.980726, 0.267002], [-3.539308, -2.896876, 1.574644], [-3.178142, -3.698935, 0.042923], [-0.750995, 5.502023, -1.151909], [0.149958, 4.144249, -0.486969], [-1.452212, 4.562912, 0.180569], [-4.099862, 0.489854, -0.985161], [-2.810245, -0.411614, -1.820286], [-4.279452, 0.064559, -2.695438], [-1.919269, 1.679339, 3.015913], [1.522998, 1.108043, -2.911524], [2.539525, 2.459090, -3.865886], [0.473628, 1.432297, -2.743259], [2.082475, 0.709335, -2.036021], [4.176196, 1.630457, -4.294157], [2.852423, 4.035247, -2.903411], [1.707764, 3.012928, -5.453123], [2.227258, 3.902465, -5.837846], [0.654518, 3.274740, -5.299891], [1.746298, 2.254517, -6.241770], [4.819513, 1.578299, -3.403275], [4.716219, 2.201427, -5.064707], [4.040218, 0.605506, -4.667990], [3.047125, 3.869994, -1.835422], [1.994080, 4.713856, -2.996626], [3.729970, 4.539758, -3.338634], [1.871884, 2.644278, 1.320590], [0.825548, 2.200613, 2.008257], [0.819005, 2.276954, 3.220966], [-0.016195, -0.431356, 0.458043]], "forces_ev_per_a": [[-0.822, -0.273, 0.896], [-0.260, 0.001, -1.651], [0.192, 0.033, -0.496], [0.103, -0.064, 0.079], [0.142, -0.075, 0.057], [0.018, 0.084, 0.390], [-0.037, -0.108, -0.147], [-0.009, -0.010, -0.093], [-0.022, 0.121, 0.029], [0.455, 0.606, 0.314], [-0.145, -0.136, -0.058], [0.092, -0.189, -0.116], [0.098, -0.141, -0.244], [0.097, -0.165, 0.339], [0.067, -0.077, -0.167], [-0.251, -0.007, -0.092], [0.648, -0.071, 0.188], [-0.124, 0.514, 0.468], [-0.344, -0.248, -0.154], [-0.129, 0.086, 0.379], [0.054, -0.252, -0.107], [-0.061, 0.199, 0.103], [0.004, -0.049, 0.085], [0.040, 0.062, -0.180], [0.077, -0.177, -0.227], [-0.224, 0.056, -0.136], [-0.117, -0.226, -0.013], [0.138, 0.172, -0.141], [-0.181, -0.027, -0.054], [0.086, -0.243, -0.008], [0.337, 2.146, 1.225], [-0.682, 0.798, 1.527], [0.927, -0.601, -1.203], [-0.621, 0.099, 0.630], [1.407, 0.115, -1.187], [-0.197, 0.116, 0.845], [-0.209, -0.040, -0.256], [0.260, 0.289, -0.048], [0.081, -0.132, -0.182], [-0.349, 0.096, 0.695], [0.220, 0.079, 0.108], [-0.089, -0.197, -0.102], [-0.097, 0.196, -0.212], [0.096, -0.089, 0.705], [0.001, -0.267, 0.100], [-0.387, -0.226, -0.336], [0.359, 0.279, 0.076], [0.117, -0.125, 0.080], [-0.409, -0.004, -0.084], [-0.081, 0.000, -0.083], [-0.067, 0.281, -0.048], [0.072, -0.016, 0.125], [0.250, 0.170, 0.142], [0.442, 0.188, 0.110], [-0.345, -0.099, -0.477], [-0.468, 0.271, -0.327], [0.122, -0.894, 0.032], [0.110, 0.391, 0.247], [-0.115, -0.320, -0.161], [-0.237, -0.206, -0.037], [-0.033, 0.230, 0.005], [-0.009, -0.107, 0.317], [0.051, 0.201, -0.059], [0.206, 0.227, 0.221], [0.601, 0.199, 0.122], [-0.355, -0.441, -0.131], [-0.948, -1.225, 0.524], [-0.174, 0.093, 0.136], [-0.065, 0.027, -0.354], [0.106, -0.244, 0.024], [-0.136, -0.274, 0.099], [0.255, 0.012, -0.168], [0.038, 0.200, 0.166], [0.128, -0.220, 0.221], [-0.356, 0.256, -0.093], [0.303, -0.061, -0.299], [0.201, -0.066, -0.229], [-0.167, 0.283, 0.056], [0.158, 0.012, 0.195], [-0.836, -0.471, -0.181], [0.146, -1.034, -0.926], [0.290, -0.650, -0.495], [0.227, -0.152, 0.037], [-0.188, 0.270, -0.143], [0.043, -0.004, 0.179], [-0.152, -0.040, 0.286], [-0.181, -0.106, -0.076], [-0.099, -0.156, 0.168], [0.125, 0.072, -0.027], [-0.007, 0.085, 0.166], [-0.061, -0.015, -0.220], [-0.143, -0.116, 0.236], [-0.007, 0.299, 0.097], [0.100, 0.127, -0.121], [0.159, -0.062, 0.058], [-0.272, -0.131, 0.190], [-0.834, -0.420, 0.552], [0.842, 0.579, 1.907], [0.262, 0.067, -2.339], [0.748, 1.061, -1.248]], "mulliken_charge": [-0.077, -0.473, -0.222, -1.183, 0.208, 0.369, 0.054, 0.487, 0.325, 1.476, -1.559, -0.803, 0.054, 0.221, 0.460, 0.264, 0.262, -0.050, -1.078, 0.440, -0.385, 0.359, 0.429, -0.030, -1.187, -0.005, 0.335, 0.168, 0.460, 0.328, -1.125, 1.231, 0.896, -2.636, 1.664, -1.583, 0.268, 0.242, 0.505, -1.339, 0.288, 0.217, 0.513, 0.735, -0.359, 1.138, -1.524, -0.778, 0.475, -0.879, 0.427, -0.913, 0.504, 0.919, -1.332, -0.234, 1.317, -1.417, -0.919, 0.450, -1.042, 0.442, -0.790, 0.453, 0.500, -1.260, 0.909, 0.392, 0.452, -0.073, -0.024, 0.270, 0.515, 0.510, 0.297, 0.075, 0.376, 0.104, 0.473, 0.602, 1.981, 0.262, -0.475, 0.228, -1.062, -1.159, -0.896, 0.491, 0.238, 0.202, 0.342, 0.364, 0.230, 0.398, 0.273, 0.347, -0.614, 0.656, -0.509, 0.125], "charge": 1, "s_squared": 3.75, "e_lumo_ha": [-0.1021, -0.0981], "molar_mass_da": 748.16, "homo_ha": [-0.374, -0.375], "multiplicity": 4}

---

{"formula": "C27H18CrF7N2O4PS5", "method": "ωB97M-V/def2-TZVPD", "species": ["Cr", "F", "C", "F", "F", "S", "O", "O", "N", "S", "O", "O", "C", "F", "F", "F", "S", "C", "C", "C", "C", "C", "C", "N", "C", "C", "C", "C", "C", "C", "C", "H", "H", "H", "H", "H", "H", "H", "H", "S", "P", "S", "C", "C", "C", "C", "C", "C", "C", "C", "C", "C", "C", "C", "H", "H", "H", "H", "H", "H", "H", "H", "H", "H", "F"], "xyz": [[0.642560, -1.654055, -0.091196], [4.459901, 1.055119, 1.352391], [4.644498, 0.303864, 0.269892], [4.145447, 0.951356, -0.779045], [5.970816, 0.208834, 0.084513], [3.853288, -1.411903, 0.388970], [2.480222, -1.093018, 0.663771], [4.612019, -2.049601, 1.413737], [4.197602, -1.989041, -1.029377], [3.187260, -2.049235, -2.230701], [1.817856, -1.763052, -1.919444], [3.469788, -3.149029, -3.097280], [3.759798, -0.595354, -3.330759], [5.036458, -0.278201, -3.067469], [3.728576, -0.952327, -4.624103], [3.038771, 0.507697, -3.218008], [-1.219956, -3.233927, 3.676123], [-1.610369, -1.523758, 3.646764], [-2.414389, -0.824512, 4.515736], [-2.563648, 0.547005, 4.321470], [-1.869770, 1.184527, 3.298525], [-1.063920, 0.484084, 2.429772], [-0.954076, -0.907612, 2.552651], [-0.245016, -1.735701, 1.761958], [-0.241333, -3.006499, 2.230569], [0.561547, -3.980492, 1.628866], [0.789661, -5.266449, 2.149751], [1.713948, -6.085581, 1.538976], [2.389565, -5.653959, 0.408361], [2.108040, -4.392661, -0.139731], [1.201799, -3.539817, 0.441085], [-2.919213, -1.338095, 5.323638], [-3.205044, 1.120018, 4.978030], [-1.965922, 2.254054, 3.174761], [-0.487121, 0.982794, 1.667018], [0.252205, -5.578469, 3.035209], [1.911091, -7.069506, 1.947785], [3.125608, -6.293477, -0.063048], [2.622841, -4.106178, -1.051133], [0.236849, 3.703704, 0.868050], [-0.471598, 2.477558, -0.497537], [0.602593, 0.878052, -1.071816], [-2.219425, 2.057899, -0.073998], [-3.051669, 3.122058, 0.240511], [-4.361952, 2.891027, 0.611030], [-4.839795, 1.590473, 0.681870], [-4.006295, 0.528802, 0.369588], [-2.694551, 0.756835, -0.014321], [-0.828635, 3.439801, -2.027357], [-0.318363, 4.719713, -2.186152], [-0.645894, 5.466358, -3.302526], [-1.486951, 4.936128, -4.269172], [-1.972529, 3.643680, -4.127194], [-1.643513, 2.896767, -3.013952], [-2.649761, 4.126144, 0.201434], [-5.009658, 3.724944, 0.845974], [-5.865262, 1.410240, 0.978494], [-4.372022, -0.485475, 0.429752], [-2.041726, -0.068380, -0.271519], [0.318978, 5.123047, -1.409730], [-0.253194, 6.469848, -3.418271], [-1.765125, 5.529077, -5.132283], [-2.614411, 3.221820, -4.890276], [-2.013232, 1.889744, -2.888477], [-0.994249, -2.127701, -0.891152]], "forces_ev_per_a": [[-1.323, -0.465, -0.251], [-0.261, -0.347, 0.138], [0.009, -0.031, -0.220], [-0.193, 0.002, 0.021], [-0.012, -0.336, 0.022], [1.832, 1.130, 0.560], [-0.563, 0.304, 0.061], [-0.108, -0.196, -0.144], [-0.501, -0.178, 0.029], [1.431, 0.759, -1.392], [-0.959, 0.117, 0.381], [-0.006, -0.156, 0.310], [0.240, 0.225, -0.252], [0.005, -0.231, 0.191], [-0.225, -0.312, 0.094], [-0.251, -0.184, 0.290], [0.011, 0.024, -0.105], [0.184, -0.213, -0.259], [-0.056, 0.189, -0.054], [-0.111, -0.011, 0.190], [-0.095, 0.126, 0.114], [0.276, -0.391, 0.004], [-0.444, 0.665, 0.536], [0.504, 0.274, -0.529], [-0.126, -0.622, 0.429], [-0.156, 0.230, 0.080], [-0.155, 0.098, 0.043], [0.052, -0.157, -0.033], [0.168, -0.219, -0.169], [-0.010, 0.047, -0.204], [0.091, -0.169, -0.195], [-0.035, 0.011, 0.065], [-0.025, 0.021, 0.046], [0.041, 0.116, -0.052], [0.026, 0.055, 0.058], [0.016, -0.116, 0.118], [0.040, -0.061, 0.014], [0.018, -0.025, -0.031], [-0.069, -0.318, 0.152], [0.160, 0.081, 0.228], [-0.347, -0.049, -0.269], [-0.315, 0.104, 0.061], [0.478, -0.131, -0.026], [-0.008, 0.070, -0.007], [-0.084, 0.089, 0.003], [-0.046, -0.078, -0.010], [-0.167, -0.055, -0.019], [0.097, 0.110, -0.257], [0.270, -0.029, 0.081], [0.026, -0.098, 0.177], [-0.085, 0.161, -0.263], [0.042, 0.094, -0.052], [-0.130, 0.019, -0.207], [0.126, -0.018, 0.154], [-0.033, 0.077, 0.045], [-0.062, 0.054, 0.046], [-0.038, -0.042, 0.036], [-0.024, -0.115, 0.019], [0.017, -0.126, -0.009], [-0.003, -0.002, 0.042], [0.004, 0.012, 0.004], [0.020, -0.007, -0.038], [-0.035, -0.019, -0.018], [-0.078, -0.125, -0.043], [0.952, 0.366, 0.268]], "mulliken_charge": [-0.034, -0.229, 0.580, -0.189, -0.255, 1.011, -0.297, -0.707, -0.392, 0.880, -0.365, -0.637, 0.540, -0.256, -0.261, -0.169, -0.559, 0.807, -0.511, -0.726, -0.524, -0.168, -0.992, 0.848, 0.720, 0.085, -1.331, -0.396, -1.247, 0.773, 0.464, 0.372, 0.351, 0.448, 0.301, 0.334, 0.350, 0.407, 0.252, -0.531, 0.922, -0.241, 0.135, -0.798, -0.593, -0.503, -0.491, -0.130, 0.074, -0.422, -0.492, -0.357, -0.624, -0.408, 0.371, 0.372, 0.354, 0.466, 0.475, 0.322, 0.357, 0.349, 0.362, 0.393, -0.643], "charge": -2, "s_squared": 6.07, "e_lumo_ha": [0.1604, 0.1599], "molar_mass_da": 810.74, "homo_ha": [0.011, -0.094], "multiplicity": 5}

---

{"formula": "C4H15NO3", "method": "ωB97M-V/def2-TZVPD", "species": ["C", "C", "C", "C", "N", "H", "H", "H", "H", "H", "H", "H", "H", "H", "O", "H", "H", "O", "H", "H", "O", "H", "H"], "xyz": [[2.361230, -0.077139, 1.705983], [1.905956, 1.218444, 0.957391], [1.585024, 0.834443, -0.481953], [0.847944, -0.237592, -0.901066], [0.261454, -0.422355, -2.217212], [1.453360, -0.514127, 1.824336], [2.900348, 0.180601, 2.611627], [3.132653, -0.708426, 1.362508], [1.079688, 1.545371, 1.642665], [2.709919, 2.017451, 0.852856], [1.874528, 1.638290, -1.244482], [0.374536, -0.940135, -0.325739], [-0.015112, -1.274938, -2.503713], [0.560827, 0.163993, -2.955222], [1.558235, 5.816788, 3.662712], [1.877586, 5.076389, 3.102191], [0.781488, 6.229258, 3.037565], [-6.317367, -1.661801, -2.438786], [-6.571885, -1.230250, -3.283492], [-6.561653, -1.025051, -1.646677], [-2.279636, -5.684599, -1.050030], [-2.030122, -5.414155, -0.216023], [-1.489003, -5.530465, -1.495429]], "forces_ev_per_a": [[2.218, 3.065, 0.424], [1.739, -0.719, -0.323], [-1.384, 0.384, -1.363], [0.132, 2.749, -2.919], [1.905, 3.641, 2.780], [-2.165, -2.191, 1.038], [-0.915, 0.365, 0.978], [0.404, -0.806, -1.888], [0.439, 0.350, -1.206], [-1.004, -0.926, 0.669], [-0.468, -1.427, 0.884], [-0.416, -1.611, 2.178], [-0.869, -3.403, -0.735], [0.379, 0.544, -0.513], [-2.713, 0.890, -2.975], [-0.220, 0.614, 0.544], [2.933, -1.513, 2.426], [-0.781, 1.928, 1.727], [0.125, -0.118, 1.118], [0.655, -1.806, -2.847], [-2.239, -1.039, -1.378], [0.257, 0.821, 3.243], [1.989, 0.208, -1.862]], "mulliken_charge": [-1.246, -0.279, -0.252, -0.121, -0.452, 0.324, 0.349, 0.358, 0.204, 0.280, 0.152, 0.328, 0.179, 0.178, -0.662, 0.325, 0.337, -0.662, 0.326, 0.335, -0.596, 0.298, 0.298], "charge": 0, "e_lumo_ha": 0.0196, "molar_mass_da": 125.17, "homo_ha": -0.296, "multiplicity": 1}

---

Energy relative to the best compared isomer or geometry (same formula, charge and spin) readings, ordered: 17.47; 0.00; 70.60 kcal per mole